# 1
{"formula": "C33H82N2O21", "method": "the ωB97M-V functional and the def2-TZVPD basis", "homo_ev": -8.831, "gap_ev": 9.1, "total_charge": 0, "elements": ["C", "C", "O", "C", "O", "O", "C", "H", "H", "H", "H", "H", "H", "H", "H", "C", "C", "O", "C", "O", "O", "C", "H", "H", "H", "H", "H", "H", "H", "H", "C", "C", "O", "C", "O", "O", "C", "H", "H", "H", "H", "H", "H", "H", "H", "C", "C", "O", "C", "O", "O", "C", "H", "H", "H", "H", "H", "H", "H", "H", "C", "O", "C", "C", "N", "C", "C", "O", "C", "H", "H", "H", "H", "H", "H", "H", "H", "H", "H", "H", "H", "H", "H", "H", "C", "O", "C", "C", "N", "C", "C", "O", "C", "H", "H", "H", "H", "H", "H", "H", "H", "H", "H", "H", "H", "H", "H", "H", "C", "O", "H", "H", "H", "H", "C", "O", "H", "H", "H", "H", "C", "O", "H", "H", "H", "H", "C", "O", "H", "H", "H", "H", "C", "O", "H", "H", "H", "H"], "positions_angstrom": [[3.155, -6.198, 8.956], [3.093, -6.238, 7.411], [4.042, -5.319, 6.852], [3.722, -4.001, 6.496], [4.489, -3.268, 5.900], [2.543, -3.662, 6.920], [2.070, -2.342, 7.060], [3.000, -5.154, 9.228], [4.130, -6.477, 9.355], [2.488, -6.918, 9.432], [2.069, -6.212, 7.041], [3.496, -7.226, 7.187], [1.319, -2.402, 7.848], [1.586, -2.174, 6.098], [2.772, -1.519, 7.194], [-3.876, -3.678, -3.981], [-2.474, -3.288, -4.453], [-2.517, -3.289, -5.853], [-2.005, -2.260, -6.518], [-1.401, -1.239, -6.078], [-2.154, -2.584, -7.801], [-1.917, -1.650, -8.809], [-3.950, -3.909, -2.918], [-4.224, -4.544, -4.544], [-4.579, -2.852, -4.092], [-1.725, -3.964, -4.041], [-2.304, -2.296, -4.035], [-0.893, -1.311, -8.652], [-2.605, -0.821, -8.644], [-2.055, -2.079, -9.801], [-2.316, 8.539, 10.496], [-1.999, 7.037, 10.462], [-1.867, 6.633, 9.119], [-1.248, 5.548, 8.804], [-0.677, 4.775, 9.603], [-1.353, 5.293, 7.410], [-2.219, 5.988, 6.511], [-1.732, 9.062, 9.740], [-2.387, 8.992, 11.486], [-3.344, 8.605, 10.140], [-2.744, 6.442, 10.990], [-1.112, 6.948, 11.089], [-1.938, 5.820, 5.471], [-2.212, 7.063, 6.693], [-3.204, 5.603, 6.774], [2.163, 7.497, -5.320], [2.800, 6.997, -3.972], [2.620, 8.057, -3.008], [1.448, 8.166, -2.279], [0.420, 7.511, -2.376], [1.680, 9.200, -1.490], [0.678, 9.569, -0.578], [2.559, 6.947, -6.174], [2.459, 8.540, -5.426], [1.076, 7.423, -5.354], [3.871, 6.857, -4.114], [2.359, 6.082, -3.575], [0.508, 8.775, 0.150], [-0.268, 9.761, -1.084], [0.974, 10.409, 0.050], [-10.060, 0.642, -1.172], [-8.680, 0.719, -0.979], [-8.219, 2.036, -0.841], [-6.771, 2.061, -0.474], [-6.475, 1.805, 0.961], [-7.172, 0.587, 1.434], [-6.809, 0.284, 2.964], [-7.500, 1.158, 3.872], [-7.260, 0.829, 5.209], [-10.592, 1.034, -0.305], [-10.389, -0.392, -1.274], [-10.322, 1.113, -2.119], [-8.750, 2.516, -0.019], [-8.342, 2.682, -1.710], [-6.299, 3.026, -0.660], [-6.185, 1.372, -1.083], [-6.811, 2.617, 1.460], [-6.909, -0.359, 0.960], [-8.252, 0.733, 1.422], [-5.735, 0.382, 3.121], [-7.119, -0.725, 3.236], [-7.457, -0.221, 5.428], [-8.033, 1.334, 5.789], [-6.261, 1.157, 5.496], [9.377, -11.229, -7.000], [8.171, -10.751, -6.378], [7.366, -10.062, -7.300], [6.085, -9.619, -6.711], [6.256, -8.418, -5.930], [4.987, -7.939, -5.381], [5.319, -6.737, -4.474], [4.146, -6.387, -3.691], [4.239, -5.383, -2.703], [9.161, -11.919, -7.816], [9.966, -11.841, -6.316], [9.961, -10.375, -7.344], [7.002, -10.752, -8.061], [7.935, -9.349, -7.896], [5.607, -10.375, -6.088], [5.371, -9.522, -7.529], [6.887, -8.606, -5.164], [4.510, -8.723, -4.793], [4.302, -7.720, -6.201], [5.521, -5.928, -5.176], [6.195, -6.910, -3.848], [4.664, -5.788, -1.784], [3.214, -5.092, -2.473], [4.915, -4.549, -2.893], [-3.909, 4.186, -6.944], [-4.508, 5.189, -7.741], [-2.890, 3.971, -7.265], [-3.867, 4.592, -5.933], [-4.450, 3.242, -7.004], [-4.598, 4.873, -8.643], [4.338, 6.187, 3.534], [4.821, 4.991, 4.123], [5.061, 6.327, 2.730], [3.311, 6.084, 3.183], [4.284, 7.070, 4.170], [5.681, 4.775, 3.755], [-1.210, -5.245, 2.733], [-2.216, -4.271, 2.977], [-1.524, -6.191, 3.175], [-0.951, -5.408, 1.687], [-0.286, -4.873, 3.176], [-2.061, -3.448, 2.507], [7.165, 3.209, -1.035], [7.673, 3.097, 0.246], [7.086, 4.256, -1.327], [7.745, 2.715, -1.814], [6.169, 2.770, -1.087], [7.885, 2.164, 0.321], [-0.322, 2.133, -0.160], [-1.027, 1.212, 0.535], [0.496, 1.726, -0.754], [-1.029, 2.572, -0.864], [0.019, 2.904, 0.531], [-1.935, 1.505, 0.430]], "atomic_forces_ev_per_a": [[0.2189, 0.6301, -0.5014], [0.6858, -1.0966, 1.5323], [-0.4436, 1.7333, -1.2013], [2.0566, -0.2911, -0.3364], [-0.7859, -1.3914, 0.8811], [-0.6329, -1.2643, 1.5063], [-0.9571, 0.4529, -1.3616], [-0.4404, -0.1776, 0.5543], [0.2763, 0.0896, -0.4529], [-0.4932, 0.3802, -0.1623], [0.1908, 0.6292, -0.1921], [-0.0124, 0.0836, -0.6778], [0.1975, 0.2451, -0.0489], [-0.3602, 0.5881, 0.1668], [0.4953, -0.6072, 0.2842], [-0.1552, -0.1929, 0.1087], [-1.1959, 0.4827, 2.0663], [0.3992, 0.3914, -0.4094], [2.4673, 2.5272, 0.4779], [-2.4282, -3.3893, -1.3135], [-0.8563, -1.3083, 0.3741], [0.6882, 1.3465, 0.4477], [0.4738, -0.1790, 0.0454], [-0.1275, 0.0335, 0.0427], [0.0268, 0.0137, -0.4574], [0.1354, -0.1067, -0.4820], [0.4972, 0.0884, -0.4034], [0.0119, 0.3631, -0.5183], [0.1062, 0.2179, -0.3608], [-0.0437, -0.2810, 0.3844], [-1.7287, -0.8609, -1.1310], [0.5756, 1.1918, 2.2310], [-0.8009, 1.6033, -0.3212], [1.4429, -3.7419, -0.2382], [-1.6375, 2.3639, -2.9956], [1.6552, -0.4242, 2.2105], [-0.6066, 0.5009, 1.3823], [0.3488, 0.1922, 0.5385], [0.7579, -0.1766, -0.0385], [-0.2082, 0.3183, -0.2348], [-0.2531, -0.0464, -0.3661], [0.5388, -0.7120, -0.7053], [0.1570, -0.4577, 0.3470], [0.0595, 0.0328, 0.0280], [-0.3047, 0.2094, -0.7037], [0.5926, -0.5444, 0.7510], [-1.4553, 0.7498, -0.9823], [-0.8488, -0.3705, 0.8802], [0.2184, -0.8803, -1.5372], [1.8474, 0.8550, 0.1777], [0.4480, 0.4958, 0.2938], [-1.1043, -0.4312, 0.9513], [0.0505, -0.0903, 0.0449], [-0.0593, -0.0014, -0.0857], [0.0695, -0.0012, 0.2849], [-0.0688, 0.2058, 0.3030], [-0.0643, -0.0137, -0.1920], [-0.0899, -0.3268, -0.1739], [0.0769, 0.1353, -0.0107], [0.3861, 0.2106, -0.7005], [-0.3364, -0.3722, -0.2604], [0.5369, -0.3403, -0.4338], [0.0537, 0.5150, 0.3835], [1.4255, -0.1446, 1.0138], [-0.1786, -1.2901, -1.0728], [0.4244, 0.5196, 3.2950], [-0.6975, 0.7930, -0.7495], [0.0038, -0.1088, -1.1943], [-0.6645, 0.3557, 0.1484], [-0.2213, 0.4509, -0.0865], [0.4483, -0.1856, 0.0998], [-0.3497, 0.4645, 0.1055], [-0.3866, 0.2369, 0.1773], [-0.4369, -0.2859, -0.5358], [-0.4005, 0.2601, -0.2695], [-0.1804, -0.3222, -0.0389], [-0.1480, -0.1370, 0.4189], [0.1656, 0.5105, -0.7387], [-0.1378, -0.3553, -0.1460], [0.2258, -0.0133, -0.1015], [0.0538, -0.3271, -0.2855], [0.4697, -0.3854, -0.1882], [0.2652, 0.4014, 0.1146], [0.0954, -0.2390, 0.3323], [-0.5954, 0.0281, 0.3646], [0.9903, -0.3085, 0.0922], [-0.1273, -1.7622, -1.1686], [-0.2264, 0.7643, 0.7174], [-0.7048, 0.8713, -0.2750], [0.8584, -0.1966, 0.9351], [-1.7107, 0.6068, -0.4230], [0.5831, -0.4319, -0.8261], [0.4455, -0.7044, 0.5254], [-0.2522, 0.2186, -0.4025], [-0.1913, 0.4082, 0.4483], [0.1707, -0.0697, -0.1615], [0.3665, -0.7203, -0.3906], [-0.0490, 0.7225, 0.4735], [0.3031, -0.7381, 0.0733], [-0.0064, 0.7494, -0.0954], [0.1470, -0.1542, 0.0291], [-0.2631, -0.1628, 0.3121], [0.0662, 0.4349, 0.0609], [0.3419, 0.3806, 0.2339], [0.0091, -0.2067, 0.1349], [-0.0321, -0.3806, 0.2991], [0.1861, 0.3463, -0.1712], [-0.3119, 0.3060, -0.7845], [0.2746, 0.0469, -0.2027], [-0.1668, 0.2209, -0.1160], [0.2209, 0.0871, -0.0072], [-0.1311, -0.3043, -0.0085], [-0.2307, -0.0096, 0.3394], [0.0367, -0.0439, -0.0015], [0.6860, -0.2347, -0.7318], [-0.5389, -0.2626, 0.9880], [-0.6773, 0.9696, -0.4737], [0.1009, -0.4677, -0.3372], [0.5832, -0.1509, 0.4992], [-0.1457, 0.1358, 0.0344], [0.5175, 0.8133, 0.0595], [-0.5949, -0.4369, -0.0591], [0.0198, 0.2171, 0.0575], [-0.4719, -0.0022, -0.2830], [0.2263, -0.4256, 0.3474], [0.3127, -0.1512, -0.1211], [-1.0321, 0.3592, -1.3743], [0.7190, -0.3366, 0.6373], [0.0294, 0.0439, 0.2131], [0.4100, -0.0889, 0.0718], [-0.3027, 0.0537, -0.0965], [0.1655, -0.0181, 0.5670], [0.5830, 2.0394, -1.3187], [-1.5116, -2.1942, 1.2394], [0.1301, -0.2088, 0.2871], [0.4485, 0.6163, -0.4270], [0.4745, 0.3140, -0.2590], [-0.1516, -0.5791, 0.4866]]}

---

# 2
{"formula": "CH6N4", "method": "the ωB97M-V functional and the def2-TZVPD basis", "homo_ev": -8.191, "gap_ev": 9.1, "e_above_lowest_kcal_mol": 77.7, "total_charge": 0, "elements": ["C", "H", "H", "H", "H", "H", "H", "N", "N", "N", "N"], "positions_angstrom": [[0.112, -0.080, -0.016], [-1.248, -0.180, -2.487], [-2.284, -0.142, -0.794], [-0.966, 1.513, -0.262], [0.427, -1.005, -0.557], [1.910, -0.756, 2.394], [1.999, -0.865, 0.478], [-1.602, 0.364, -1.624], [-0.438, 0.846, -0.793], [0.434, 0.001, 1.216], [1.533, -0.937, 1.391]], "atomic_forces_ev_per_a": [[1.3305, -2.7179, 0.9753], [-0.9612, 0.5426, 2.4500], [2.3886, 0.8899, -3.9222], [0.6315, 1.0108, 0.5268], [-0.0409, 0.6092, -0.0600], [-0.0352, -0.4121, -3.2447], [1.2860, -0.2785, 1.8736], [-0.4863, -1.4519, 2.1516], [-3.4670, 1.0720, -2.0760], [0.7582, 0.0594, -0.7762], [-1.4041, 0.6766, 2.1018]]}